Record 1
51
Properties=species:S:1:pos:R:3 method="wB97M-V/def2-TZVPD" charge=+2 multiplicity=4 total_energy_ha=-1357.611036
C 1.9650 2.5999 -0.4706
H 2.1479 3.2223 0.4180
H 2.5332 3.0181 -1.3040
H 2.4063 1.6173 -0.2819
C 0.4554 2.6590 -0.7527
H 0.0607 1.8625 -1.4278
H -0.1373 2.5760 0.1858
C 0.2053 4.0040 -1.5057
H -0.8590 4.2590 -1.6346
H 0.6806 4.8365 -0.9635
H 0.7114 3.9763 -2.4938
C -0.8383 -2.1219 -1.1370
C -1.2443 -1.0852 -2.0454
C -0.0525 -0.4119 -2.5040
C 1.0782 -1.0003 -1.8427
C 0.5977 -2.0622 -1.0008
C 1.4547 -2.9554 -0.1626
C 2.5132 -0.6713 -2.0853
C 0.0387 0.6006 -3.5917
C -2.6293 -0.8372 -2.5170
C -1.7174 -3.1606 -0.5293
Nd -0.3674 -0.0064 -0.0708
H 3.1387 -0.9322 -1.2253
H 2.9370 -1.2233 -2.9432
H 2.6651 0.3910 -2.3096
H 2.4139 -2.4667 0.0687
H 0.9555 -3.2329 0.7821
H 1.6998 -3.9017 -0.6807
H -2.7603 -2.8286 -0.4433
H -1.7460 -4.0603 -1.1610
H -1.3463 -3.4989 0.4489
H -2.7107 0.1142 -3.0439
H -2.9685 -1.5936 -3.2333
H -3.3611 -0.8537 -1.7031
H 0.7340 1.4063 -3.3347
H 0.4112 0.1828 -4.5376
H -0.9346 1.0377 -3.8259
N -1.8359 -0.6208 2.0706
C -1.0627 -0.2093 3.2256
C 0.1179 -0.9013 3.4707
C 0.9314 -0.4779 4.5376
C 0.5330 0.6102 5.3299
C -0.6499 1.3126 5.0402
C -1.4524 0.9164 3.9559
H -1.9945 -1.6367 2.0225
H -2.7445 -0.1504 2.0278
H 0.3884 -1.7709 2.8499
H 1.8676 -1.0018 4.7446
H 1.1349 0.9029 6.1934
H -0.9660 2.1454 5.6768
H -2.3981 1.4220 3.7137

Record 2
11
Properties=species:S:1:pos:R:3 method="wB97M-V/def2-TZVPD" charge=-1 de_lowest_kcal_mol=15.4
C 1.5932 0.4079 0.3091
C -1.8868 -0.0422 -0.5364
N 0.6911 -0.4174 0.9834
O 1.1848 0.7326 -0.9478
O 2.6161 0.8910 0.7298
O -0.9654 -0.6247 -1.1363
O -2.9507 -0.5567 -0.1579
H -1.8075 1.1225 -0.2955
H 1.0953 -0.9148 1.7727
H 0.0322 -0.8312 0.4786
H 0.3977 0.2330 -1.1997

Record 3
45
Properties=species:S:1:pos:R:3 method="wB97M-V/def2-TZVPD" multiplicity=4 total_energy_ha=-2896.951987
V 2.0425 1.3428 0.2773
F 1.4716 2.1971 2.0352
F 3.9111 0.8390 1.1051
O 2.2222 0.3317 -1.5676
C 2.1400 1.2450 -2.6199
C 2.3465 2.8209 -2.3227
O 2.3023 3.1685 -0.9679
H 1.2177 1.1220 -3.1876
H 2.8739 0.8714 -3.3340
H 1.6280 3.4070 -2.8956
H 3.2969 3.1173 -2.7666
C -0.1858 -2.2582 3.8100
O -0.4327 -1.6516 2.5767
P 0.6589 -1.7850 1.3120
O 1.2853 -0.4866 1.0294
O 1.6651 -3.0121 1.7529
C 2.1791 -3.8870 0.7603
O -0.2424 -2.4610 0.1025
C -1.3915 -3.2478 0.3528
H -0.6433 -1.4480 4.3778
H 0.8441 -2.4915 4.0800
H -0.7134 -3.2098 3.7447
H 3.2465 -3.9354 0.9757
H 2.1469 -3.4690 -0.2458
H 1.8407 -4.8413 1.1640
H -1.2138 -4.2640 0.0009
H -2.2181 -2.7370 -0.1411
H -1.8916 -3.1527 1.3166
C -1.5300 3.9449 -1.5402
O -1.9802 2.5854 -1.6462
P -1.4746 1.5245 -0.5126
O -0.1234 1.7719 -0.0311
O -2.6214 1.7221 0.6173
C -2.4015 1.2411 1.9739
O -1.8796 0.0238 -1.0683
C -1.8251 -0.3766 -2.4492
H -2.3647 4.6237 -1.7150
H -0.7467 4.2395 -2.2386
H -1.1804 4.2036 -0.5407
H -2.8664 0.3162 2.3153
H -2.6356 2.1044 2.5967
H -1.3252 1.2665 2.1438
H -1.0771 -1.1297 -2.6972
H -1.5553 0.4689 -3.0820
H -2.7995 -0.6549 -2.8507

Record 4
69
Properties=species:S:1:pos:R:3 method="wB97M-V/def2-TZVPD" charge=+1 de_lowest_kcal_mol=7.1
C 6.1585 -0.4048 2.9241
N 4.7604 -0.4846 2.5535
C 4.0705 -1.5629 3.2029
C 2.6348 -1.7105 2.7117
N 1.9318 -0.4668 2.4294
C 0.5880 -0.5166 2.1459
C -0.1364 0.5498 1.6352
C -1.5484 0.6938 2.0885
C -2.2766 -0.6326 1.8807
C -1.6414 -1.8321 2.5548
C -0.1038 -1.8082 2.5497
C 2.6460 0.7691 2.1859
C 4.0902 0.7898 2.6740
H 6.6459 0.3661 2.3122
H 6.3227 -0.1468 3.9857
H 6.6518 -1.3674 2.7337
H 4.6117 -2.4877 2.9546
H 4.0727 -1.4583 4.3080
H 2.6567 -2.3445 1.8047
H 2.1160 -2.2826 3.4967
H 0.3527 1.4480 1.2470
H -1.5809 0.9524 3.1706
H -2.0746 1.4973 1.5486
H -3.3564 -0.5640 2.0767
H -2.1711 -0.8771 0.8275
H -2.0194 -1.9198 3.5823
H -1.9812 -2.7399 2.0323
H 0.2346 -2.6391 1.9006
H 0.1976 -2.0753 3.5746
H 2.6504 1.0039 1.1112
H 2.1324 1.5944 2.6969
H 4.1175 1.1558 3.7214
H 4.6647 1.4927 2.0545
C 1.1657 4.6641 -5.2989
O 0.4839 4.7183 -4.0160
C 0.1027 3.5633 -3.4008
C -0.5617 3.7082 -2.1558
C -1.0383 2.5987 -1.4836
C -0.8438 1.2943 -1.9993
C -1.4848 0.1523 -1.3956
C -1.1223 -1.2404 -1.6582
C -2.2670 -2.0697 -1.3966
C -2.2776 -3.4247 -1.7018
C -1.1213 -3.9889 -2.2402
C -0.0122 -3.1831 -2.5528
C -0.0017 -1.8109 -2.2657
C -3.3766 -1.1991 -1.0229
C -2.9063 0.1677 -1.0649
C -3.8307 1.1983 -0.8684
C -5.1396 0.8635 -0.4891
C -5.5551 -0.4749 -0.3738
C -4.6876 -1.5187 -0.6948
C -0.1506 1.1615 -3.2320
C 0.3095 2.2637 -3.9317
H 1.3665 5.7122 -5.5200
H 2.1185 4.1057 -5.2338
H 0.5190 4.2329 -6.0852
H -0.6885 4.7085 -1.7634
H -1.6092 2.7428 -0.5662
H -3.1874 -3.9959 -1.5095
H -1.0844 -5.0605 -2.4362
H 0.8499 -3.6291 -3.0478
H 0.8437 -1.1883 -2.5429
H -3.5525 2.2268 -1.0770
H -5.8583 1.6662 -0.3092
H -6.5729 -0.6992 -0.0516
H -4.9909 -2.5672 -0.6979
H -0.0849 0.1808 -3.7083
H 0.8293 2.1292 -4.8843